Record 1
Entry from OMol25: a structure of composition C51H35Br2Cl2N6O6PSn at a distorted geometry (ωB97M-V/def2-TZVPD).

Geometry as XYZ:
```
104
Properties=species:S:1:pos:R:3:forces:R:3:lowdin_charge:R:1
P 2.570494 -1.858214 1.454115 -0.02 -0.37 -0.33 1.137
H 4.523607 -0.907759 -0.335509 0.02 0.01 0.04 0.093
C 5.059995 -1.774605 2.895622 -0.02 0.05 0.00 -0.101
H 0.549428 5.332157 -2.326782 -0.04 -0.01 -0.02 0.116
H 4.896385 4.377590 3.425204 -0.01 0.00 -0.01 0.098
C -2.841498 3.778379 -1.357961 0.11 -0.06 -0.04 -0.047
Sn 1.134215 1.284194 -0.582771 -0.87 0.14 0.61 1.065
C -3.496800 -1.423237 2.565442 1.28 -0.07 1.30 -0.141
O 0.862219 5.540305 0.910265 0.23 -0.19 -0.14 0.005
H 3.139607 5.529043 2.036488 -0.04 -0.03 -0.03 0.113
C -4.087450 0.212471 -2.615017 -0.15 0.02 0.02 -0.228
H 1.660740 -4.787212 -2.484128 -0.05 0.05 0.03 0.109
C 2.099342 -3.493518 -0.862432 -0.05 0.10 0.28 -0.116
N -1.633436 2.264627 0.143603 0.15 -0.22 0.14 0.082
N 2.195524 2.360621 1.548056 0.28 0.10 -0.11 0.020
N -3.785229 -0.282430 -1.443147 -0.18 -0.04 -0.17 0.188
C 4.090212 2.425200 3.003904 -0.05 0.07 0.01 -0.060
C 1.188690 4.381766 0.610838 -0.26 -0.01 0.17 -0.513
H 2.964853 -6.707525 -1.579136 0.00 0.02 -0.01 0.091
N -5.439618 0.401111 -2.764867 -0.05 -0.01 -0.09 0.173
H 1.889241 -0.529989 3.783560 -0.04 -0.07 0.05 0.087
C -4.987778 -0.427141 -0.771285 -0.33 0.06 -0.11 -0.171
H -3.795837 3.356019 -1.074520 0.00 0.02 0.00 0.102
H -0.640842 1.919620 -6.273909 0.01 -0.06 0.00 0.092
H -2.052313 0.179070 -1.483556 0.18 -0.10 0.24 0.058
H -1.152105 -2.379275 0.336734 0.01 0.05 -0.04 0.112
C -2.642784 1.272208 -5.879523 -0.01 -0.01 0.03 -0.684
H 0.291167 -3.473209 6.443383 0.05 -0.01 0.00 0.092
C -3.547607 0.814086 -4.965123 -0.03 0.02 0.04 -0.100
C -2.767017 4.694705 -2.394343 0.01 -0.04 0.02 -0.686
H -4.571183 0.630551 -5.261127 -0.02 0.00 0.01 0.095
C -0.403522 4.887621 -2.068186 0.02 0.01 0.08 -0.050
C -6.042312 0.008868 -1.586678 0.13 0.01 0.03 -0.185
H 0.838805 -1.107119 5.927649 0.00 -0.02 -0.03 0.099
C -1.788001 0.740865 -3.290256 0.01 -0.11 0.55 -0.169
C 1.106649 -1.894541 5.232726 0.05 -0.02 0.00 -0.092
Br -3.203573 1.605679 -7.668198 0.00 0.01 -0.03 0.679
C 4.373073 -1.591025 1.698700 0.06 0.12 0.09 -0.381
C 0.804507 -3.219760 5.523006 0.00 0.02 -0.02 -0.110
C -2.655592 1.859733 0.874033 0.02 0.21 0.04 -0.497
H -6.801705 -1.311187 1.918422 -0.01 -0.03 0.05 0.094
H 0.895855 -5.244067 4.826305 -0.03 0.02 -0.05 0.094
N 0.711327 3.582552 -0.327898 -0.38 -0.35 -0.42 -0.073
C 1.713855 -1.573967 4.029252 0.06 -0.06 -0.03 -0.113
C 2.727910 -3.366158 0.390321 -0.11 -0.12 -0.22 -0.287
H -4.170980 -1.803507 3.325305 -0.04 0.00 -0.04 0.112
O 0.382643 1.418144 -3.828164 0.09 0.00 0.00 -0.089
H 4.809138 1.869820 3.592069 0.00 -0.01 -0.01 0.097
O -3.652175 2.497347 1.268139 -0.07 -0.16 -0.13 -0.020
C 1.375110 -2.355799 -1.611351 0.07 0.39 -0.11 -0.680
H 2.293045 1.780915 -4.328917 0.12 -0.01 0.12 0.032
C -7.613114 -0.502664 0.102277 0.00 0.05 -0.01 -0.114
C 6.409349 -0.769384 0.686927 -0.02 -0.01 0.03 -0.081
C -2.584897 0.386878 1.285065 0.08 0.02 0.36 -0.192
C -0.880285 1.234499 -4.253427 -0.01 0.03 -0.18 -0.194
H -8.630948 -0.535126 0.472276 -0.01 0.01 -0.02 0.088
H -4.103640 0.652074 2.750754 -0.05 -0.04 -0.08 0.122
C 5.062829 -1.083107 0.592776 -0.04 0.10 -0.03 -0.087
C -3.463016 -0.072389 2.266102 1.00 0.52 0.91 -0.058
C 2.177931 -4.710916 -1.536845 0.15 -0.12 0.01 -0.035
C -5.251598 -0.916564 0.503923 -0.47 -0.38 -0.76 -0.015
H -4.439546 -1.248285 1.138284 -1.44 -0.13 -1.54 0.035
H 8.144496 -0.716420 1.961679 -0.03 0.00 -0.02 0.090
C 3.179619 4.452866 2.136163 0.07 0.00 0.10 -0.005
C -6.569132 -0.945482 0.925830 0.05 0.04 -0.14 -0.081
C 2.057875 -2.560464 3.092114 -0.34 0.22 -0.03 -0.363
H 4.183504 -6.443637 0.564626 0.02 0.02 0.01 0.090
C 1.127571 -4.208056 4.605946 0.05 0.02 0.06 -0.098
H 1.310014 1.094721 -5.651449 0.03 -0.02 0.01 0.097
C -7.368063 -0.018879 -1.172331 -0.04 0.00 0.01 -0.039
C -1.311883 1.505720 -5.537945 -0.01 0.05 -0.01 -0.058
H 6.939263 -1.622782 3.922126 -0.01 0.01 -0.02 0.091
C 3.100046 1.750904 2.311795 0.10 -0.03 0.07 -0.146
H 1.958484 -4.670114 2.692211 -0.04 0.01 0.00 0.086
N -1.762962 -0.439213 0.633536 -0.07 -0.09 0.19 0.125
H 3.040964 0.670403 2.360834 -0.01 0.05 -0.10 0.049
C 2.236616 3.690893 1.457270 0.09 0.11 0.07 -0.206
C -2.667346 -2.286029 1.862073 0.10 0.02 0.40 -0.074
H 1.120114 2.810625 -5.178895 -0.01 -0.01 0.00 0.100
H 4.026063 -4.326941 1.804846 0.01 0.00 -0.02 0.099
H 6.920084 -0.346986 -0.170408 -0.02 -0.04 0.01 0.102
H -8.171803 0.326931 -1.810625 0.00 0.00 0.01 0.098
C -1.817143 -1.740145 0.911332 0.13 0.10 -0.12 -0.108
C 7.092076 -0.965970 1.883668 -0.02 0.00 0.02 -0.112
C 2.909878 -5.772308 -1.032637 -0.03 0.03 -0.06 -0.097
O 1.815578 -1.197255 -1.376039 0.13 -0.39 0.12 -0.253
C -3.123770 0.571705 -3.648278 -0.15 0.10 -0.07 -0.064
H 4.531608 -2.146333 3.767359 0.04 -0.02 -0.03 0.095
H -2.671192 -3.353799 2.044811 -0.01 0.04 -0.02 0.100
O 0.498283 -2.702437 -2.415175 -0.01 -0.05 0.15 -0.022
C 1.327498 1.798961 -4.815637 -0.05 0.07 0.10 -0.074
H -5.869543 0.916293 -3.509884 0.00 0.04 -0.03 0.148
C -0.452764 3.975929 -1.028173 -0.11 0.18 -0.05 -0.242
C -1.682871 3.351166 -0.686512 0.01 0.04 -0.05 -0.226
Br 3.436391 1.988247 -1.659010 0.63 0.15 -0.25 -0.092
C 3.495148 -4.434915 0.864741 0.00 0.02 -0.01 -0.132
Cl -4.241887 5.131958 -3.231956 0.04 -0.04 0.03 0.593
C 4.131405 3.811493 2.905921 -0.04 -0.10 0.00 -0.068
O -1.325917 0.500714 -2.065794 0.14 0.16 -0.89 -0.003
C -1.549967 5.239949 -2.772166 0.01 0.00 0.04 -0.698
C 3.590070 -5.627561 0.168025 0.04 -0.04 0.08 -0.107
Cl -1.416977 6.359753 -4.107350 0.00 -0.01 0.04 0.586
C 1.744185 -3.883279 3.401928 0.04 0.04 -0.02 -0.085
C 6.415043 -1.469266 2.984959 -0.01 0.00 0.00 -0.109
```
Forces are in eV/Å.

Computed properties:
charge	-2
max |F|	0.0411	hartree/bohr
frontier orbital gap	5.8	eV
ΔE to the lowest compared entry with this formula, charge and spin	63.9	kcal/mol

---

Record 2
Entry from OMol25: a structure of composition C51H35Br2Cl3N4O6P2PbTe at a distorted geometry (ωB97M-V/def2-TZVPD).

Geometry as XYZ:
```
105
Properties=species:S:1:pos:R:3:forces:R:3:lowdin_charge:R:1
H -2.325823 0.935034 1.258620 0.01 0.02 0.04 0.070
C -0.541641 -2.697734 -6.809844 0.01 -0.05 0.08 -0.161
C 1.178856 0.190350 5.999196 -0.01 -0.01 -0.09 -0.106
Cl -0.354540 -2.718978 -9.522941 -0.02 0.01 0.03 0.584
C -2.029063 -4.346640 0.737420 -0.05 0.07 -0.05 -0.099
C 3.244864 -3.235814 -2.621509 -0.01 -0.02 0.00 -0.092
C 0.334500 3.860396 -1.948560 -0.18 0.07 -0.15 -0.606
H -7.155746 -1.701061 -0.605975 0.00 -0.04 0.01 0.085
C 1.742060 -2.619468 -0.830960 -0.01 0.13 0.04 -0.427
H -1.858219 -3.075383 3.868857 0.02 0.02 0.00 0.092
Te 3.786057 -0.733547 1.114909 -0.59 -0.20 0.15 1.225
Br -4.994745 -3.266112 -1.775564 0.12 -0.02 0.15 0.732
C -0.907673 -0.678153 -5.435634 -0.15 0.21 0.06 -0.507
C 2.351306 -2.340089 -2.050515 -0.12 0.02 -0.02 -0.134
C 2.938550 -4.713509 -0.750529 -0.01 0.00 -0.01 -0.084
C 1.595655 0.839488 3.693120 -0.11 0.01 -0.08 -0.376
C -4.016271 -0.607382 -1.461362 -0.11 -0.10 -0.08 -0.443
C -0.807902 4.816596 0.177512 -0.05 -0.02 0.03 -0.097
H -2.777813 3.580120 -2.178042 -0.07 -0.02 0.06 0.117
H -6.675512 3.101303 -0.442963 -0.02 -0.01 -0.02 0.072
C 2.840362 4.600755 0.067126 0.12 0.02 0.14 -0.092
H 4.278646 1.503891 5.672100 -0.03 0.01 0.00 0.095
C 1.676720 -0.745102 1.372442 0.22 0.82 -1.01 -0.971
C -4.767355 3.520415 -1.301899 0.02 0.05 0.02 -0.046
C -1.196054 -3.449825 0.086066 -0.05 0.06 0.04 -0.105
H 2.223005 -2.543435 3.177642 0.01 -0.01 0.02 0.076
C -6.569862 0.341723 -0.550279 -0.15 -0.05 0.05 -0.643
C -5.583486 1.293284 -0.885644 0.18 0.04 -0.06 -0.205
H 3.172987 -5.637313 -0.234205 0.00 0.02 0.00 0.099
C -1.666723 -3.186905 2.807354 0.01 0.00 -0.04 -0.096
N -1.020378 2.630969 -0.242768 -0.06 0.04 0.01 0.071
C -2.475880 1.935401 1.660994 -0.04 0.06 -0.02 -0.011
P 0.670960 -1.340578 -0.058142 0.40 -0.36 1.00 0.820
O -0.968669 6.909162 1.199086 0.06 -0.03 -0.04 0.046
C 2.328920 4.635925 1.359457 0.02 0.01 -0.05 -0.090
H 2.118567 -1.410380 -2.559709 0.02 -0.02 -0.02 0.099
H 2.792071 -4.552895 4.552237 -0.01 0.03 -0.03 0.095
Cl -0.724204 -3.045013 -4.147946 0.09 0.00 0.08 0.698
H -0.222746 -0.052772 4.391678 0.01 0.04 0.04 0.083
Cl -1.263040 1.734774 -6.605817 0.01 -0.02 -0.01 0.667
C 5.625446 -4.212212 3.025166 -0.07 0.01 0.05 -0.189
C 5.405788 -3.094167 2.236043 0.00 0.03 -0.01 -0.154
C -4.329280 0.817346 -1.356252 -0.08 0.05 0.02 -0.146
H -2.496604 -5.146932 0.178652 -0.05 0.02 -0.03 0.093
H 2.188817 1.366326 -0.673516 0.07 -0.03 0.05 0.078
C -0.544040 -2.443448 0.799930 0.10 -0.08 -0.09 -0.372
C 3.283511 1.171019 5.398851 -0.03 0.00 -0.05 -0.094
O 0.849164 4.980424 -2.244555 -0.19 -0.19 -0.16 0.014
H -4.888032 4.596865 -1.297321 0.01 -0.05 0.00 0.104
H 1.390906 3.530404 2.934817 0.00 0.01 0.03 0.103
C -1.695661 2.908638 0.849481 0.13 -0.09 0.07 -0.386
C -0.492651 6.260011 0.278740 -0.09 0.01 0.09 -0.530
C -0.711838 -2.074274 -5.586390 -0.01 -0.10 -0.08 -0.579
C -0.812358 -0.578082 -7.907756 0.00 0.00 0.05 -0.164
H 0.511282 -0.228525 6.743601 0.01 -0.01 -0.02 0.092
C -5.752650 2.694440 -0.834820 0.03 -0.01 -0.01 -0.047
H 2.336995 5.563028 1.922050 -0.01 -0.01 -0.02 0.105
H 3.706563 -3.007849 -3.574723 -0.02 0.01 0.01 0.099
C 3.527872 -4.120039 3.880031 0.11 -0.02 -0.02 -0.166
O 0.289445 6.739389 -0.640653 -0.09 0.22 0.08 0.093
C -2.275134 -4.211722 2.098713 -0.01 -0.03 -0.01 -0.109
Pb -0.912992 0.551272 -2.026298 -0.29 -0.04 -0.45 1.471
C 2.796908 3.417779 -0.652465 0.21 -0.17 0.20 -0.091
C 1.763574 2.282041 1.223686 0.12 0.00 0.24 -0.397
C 3.538164 -4.425343 -1.971500 0.00 0.01 0.03 -0.100
H 3.244420 5.499588 -0.383389 -0.04 -0.04 0.00 0.107
O -2.855723 -1.008909 -1.762747 0.12 0.17 0.08 -0.223
N -1.586665 4.224065 1.138890 -0.02 0.05 0.01 0.191
H 3.169315 3.383256 -1.668535 -0.10 0.02 0.00 0.116
H 2.779805 0.535506 7.390760 -0.01 0.01 -0.03 0.090
C 2.446347 0.623448 6.362489 0.03 0.01 -0.01 -0.115
Br -8.254559 0.896379 0.161043 0.06 0.00 -0.03 0.691
H 6.190285 -2.729480 1.580543 0.00 -0.05 0.03 0.083
C 0.765336 0.296056 4.676375 0.03 0.02 0.04 -0.122
H 0.542717 5.975535 -1.351010 0.15 -0.01 -0.10 0.039
C 2.044171 -3.817295 -0.184820 0.07 -0.01 -0.04 -0.102
C -0.969670 0.022097 -6.673776 0.04 0.00 0.00 -0.585
H 3.518405 1.733668 3.347742 0.02 -0.03 -0.07 0.081
N 4.714645 -4.736183 3.848223 -0.06 0.07 -0.06 0.026
N -3.363393 1.660863 -1.785037 -0.10 0.05 -0.03 0.051
C 1.790447 3.491211 1.927402 0.02 -0.16 -0.04 -0.116
C -5.135822 -1.443336 -1.275810 0.06 -0.02 -0.01 -0.603
H -2.943034 -4.902194 2.601893 0.02 0.01 -0.02 0.091
H -1.036795 -3.539049 -0.983341 -0.01 -0.02 0.02 0.096
C 3.207455 -2.999354 3.128680 -0.03 -0.01 -0.01 -0.128
H -2.135001 1.938796 2.698504 0.00 -0.04 -0.04 0.073
P 0.948786 0.794510 1.954843 0.24 -0.38 0.27 0.884
H -1.966345 4.733841 1.919294 -0.01 0.00 0.04 0.164
C -0.792131 -2.318473 2.163306 -0.04 -0.08 0.01 -0.108
C 2.252673 2.273364 -0.079348 0.15 -0.03 -0.01 -0.140
C -6.361286 -0.990813 -0.784680 0.09 0.16 -0.08 -0.198
C 2.860115 1.286660 4.079370 -0.04 0.01 0.08 -0.120
O 0.416630 2.811739 -2.612050 -0.05 0.08 -0.02 -0.108
C 4.166455 -2.458447 2.280487 0.10 0.00 0.04 -0.551
H -0.382763 -3.767138 -6.850594 -0.01 0.03 0.00 0.095
H -0.262036 -1.558596 2.722625 -0.03 -0.04 -0.02 0.041
H 6.585129 -4.722459 2.996731 -0.01 0.03 -0.02 0.090
H -3.542524 2.173108 1.637767 -0.01 0.01 -0.03 0.078
H 4.232844 -5.129397 -2.415252 -0.01 0.01 0.01 0.092
C -3.577974 2.954933 -1.790810 0.00 -0.05 -0.02 -0.132
H 1.589290 -4.041809 0.771643 -0.01 0.01 0.01 0.107
H -0.870367 0.016041 -8.809022 0.02 0.00 0.00 0.094
C -0.584526 -1.942773 -7.966654 -0.01 0.05 -0.01 -0.695
C -0.468303 3.807909 -0.682381 -0.01 -0.11 -0.06 -0.157
O -1.050288 -0.094755 -4.307878 0.08 -0.07 -0.14 -0.337
```
Forces are in eV/Å.

Computed properties:
charge	-2
max |F|	0.0256	hartree/bohr
frontier orbital gap	6.0	eV
ΔE to the lowest compared entry with this formula, charge and spin	11.8	kcal/mol